# 1
The following is a quantum chemistry calculation of 17 unconnected molecules or ions with the total composition C24H24BCl49F9O4P in a non-equilibrium geometry, from OMol25.

```
112
Properties=species:S:1:pos:R:3:forces:R:3:lowdin_charge:R:1
O -0.12211 -2.93840 0.88699 0.01 0.23 -0.07 0.024
C 0.87873 -2.48771 1.32795 0.41 -0.48 0.20 -0.786
Cl 1.25420 -0.72915 1.19871 0.05 -0.74 0.09 0.642
C 1.97158 -3.33823 2.00930 0.00 1.12 0.09 -0.101
B 1.73846 -3.68191 3.54582 0.71 -0.79 0.00 -0.223
C 2.79366 -4.53678 4.39526 -0.71 -0.20 -0.81 -0.128
C 3.79261 -5.40967 3.56486 -0.60 0.32 0.55 -0.061
C 5.07865 -4.71270 3.08159 -0.62 -1.53 0.14 -0.419
F 4.91240 -4.29509 1.80333 0.15 0.67 0.13 0.121
F 6.05317 -5.67052 3.02468 0.19 0.17 0.01 0.088
C 5.65173 -3.61215 4.00749 0.65 -0.38 -0.37 -0.358
F 4.91623 -2.48780 3.98772 -0.31 -0.14 -0.07 0.163
F 5.65625 -4.13530 5.24918 -0.12 0.14 0.17 0.164
C 7.12467 -3.18066 3.71827 -0.06 0.72 0.00 -0.351
F 7.34824 -2.09390 4.48779 -0.33 0.23 0.06 0.157
F 8.02405 -4.07931 4.10632 -0.16 -0.54 -0.23 0.148
C 7.42671 -2.73361 2.25326 1.51 0.44 0.25 -0.554
F 8.49741 -1.92352 2.31068 0.27 0.20 0.21 0.153
F 7.80644 -3.74497 1.48674 -0.71 -0.42 -0.22 0.172
F 6.46637 -2.02354 1.70461 -0.69 -0.25 -0.16 0.211
P 0.18716 -3.07228 4.54781 -2.08 2.04 0.65 0.565
O -0.24521 -1.69651 4.15200 0.75 -1.15 0.04 -0.306
O -1.10077 -4.09039 4.38521 1.88 0.41 0.43 -0.150
O 0.58479 -3.00487 6.16827 -0.16 -0.79 -1.78 -0.163
H 2.91325 -2.74293 1.97935 -0.39 -0.36 0.12 0.105
H 2.18532 -4.23536 1.39436 -0.35 0.33 0.32 0.127
H 3.25879 -3.85643 5.13094 -0.14 -0.43 -0.15 0.112
H 2.17791 -5.24695 4.99314 0.37 0.45 -0.08 0.120
H 4.04459 -6.31356 4.14790 0.29 0.62 -0.21 0.138
H 3.25568 -5.78819 2.67389 0.51 0.23 0.26 0.131
H -0.81681 -4.99240 4.18109 -0.19 -0.08 0.12 0.032
H 0.81956 -2.07197 6.27918 -0.14 0.03 0.25 0.072
C -2.45546 1.09416 -0.01960 0.33 -0.02 -0.07 -1.567
Cl -2.26953 2.80580 -0.41954 -0.11 -0.19 0.03 0.492
Cl -1.60866 0.08196 -1.19476 0.14 0.46 -0.02 0.498
Cl -1.87043 0.76450 1.60968 -0.04 -0.05 -0.09 0.525
H -3.51340 0.84971 -0.05408 0.52 0.06 -0.18 -0.117
C -2.79957 6.68722 -2.11080 0.04 0.00 0.07 -1.540
Cl -2.16103 5.94634 -0.64053 0.02 0.22 -0.05 0.514
Cl -3.09310 5.45312 -3.34212 0.29 0.28 0.34 0.479
Cl -4.28436 7.58170 -1.76698 0.06 -0.01 -0.05 0.538
H -2.05869 7.38652 -2.48927 -0.23 -0.23 0.14 -0.085
C 0.77696 7.36428 -4.17024 -0.04 -0.20 0.30 -1.525
Cl 1.87995 7.88158 -2.89204 -0.03 0.00 -0.08 0.529
Cl 0.39812 5.64654 -3.99590 0.04 0.13 -0.05 0.540
Cl -0.69998 8.33865 -4.15518 0.14 -0.07 -0.28 0.537
H 1.26555 7.51086 -5.12148 -0.02 0.03 -0.03 -0.042
C -4.28029 -2.83648 -2.30702 0.20 -0.16 0.15 -1.570
Cl -5.29290 -1.42809 -1.95591 0.05 0.02 -0.03 0.511
Cl -2.78812 -2.77449 -1.36743 -0.17 -0.40 -0.02 0.536
Cl -5.15640 -4.33247 -1.97763 -0.02 0.03 -0.08 0.538
H -4.02213 -2.81681 -3.36611 0.04 -0.13 0.66 -0.104
C -3.79012 6.65633 -6.85551 0.03 0.14 -0.09 -1.570
Cl -5.10770 6.48754 -8.01976 0.04 -0.03 0.07 0.527
Cl -2.22344 6.54862 -7.66521 -0.03 -0.04 0.06 0.525
Cl -3.92869 8.17449 -5.96937 -0.05 -0.05 0.02 0.519
H -3.85832 5.84381 -6.14424 0.05 0.03 0.00 -0.072
C -5.46276 1.41403 2.92062 0.03 0.17 -0.01 -1.513
Cl -7.10818 2.01706 3.13364 0.02 -0.03 -0.01 0.527
Cl -5.24568 0.77085 1.28599 -0.70 -0.09 0.38 0.586
Cl -4.29095 2.69206 3.25045 -0.13 -0.02 0.01 0.530
H -5.29939 0.60822 3.62828 0.02 0.00 -0.07 -0.023
C 2.02328 11.32265 -5.51415 -0.18 0.22 0.10 -1.521
Cl 1.38825 12.44641 -6.71844 0.05 -0.02 0.04 0.531
Cl 0.95641 11.26029 -4.10341 0.27 0.10 -0.19 0.513
Cl 2.25927 9.72825 -6.23629 0.03 0.00 0.01 0.554
H 2.98985 11.68763 -5.18893 -0.04 -0.05 -0.01 0.014
C -1.67174 -6.26990 -0.02954 0.00 -0.13 -0.03 -1.539
Cl -1.60394 -5.85329 1.68583 -0.10 0.02 -0.05 0.557
Cl -0.15330 -7.01198 -0.54939 -0.01 0.07 0.00 0.520
Cl -3.03221 -7.34815 -0.35534 0.09 0.11 0.02 0.528
H -1.81525 -5.35492 -0.59370 0.00 -0.02 0.07 -0.034
C -5.50713 1.29830 6.68178 0.04 -0.06 0.10 -1.553
Cl -5.45412 1.71913 8.39624 -0.01 0.03 -0.09 0.532
Cl -3.97339 0.58874 6.16725 -0.05 0.01 0.01 0.536
Cl -6.84479 0.19156 6.35314 0.04 0.04 -0.02 0.523
H -5.66991 2.20745 6.11290 0.01 -0.05 0.01 -0.005
C 9.19933 -6.89545 0.83959 0.08 -0.05 0.10 -1.534
Cl 9.28447 -6.46122 2.54943 0.04 -0.06 -0.10 0.559
Cl 10.70360 -7.65701 0.31081 -0.41 0.17 0.08 0.494
Cl 7.82262 -7.96171 0.53716 0.02 0.07 -0.02 0.528
H 9.05746 -5.98718 0.26593 -0.01 -0.04 0.03 0.007
C -6.32632 3.04785 -3.68412 0.09 -0.03 0.14 -1.502
Cl -5.42378 4.14478 -4.73563 -0.51 -0.33 -0.28 0.517
Cl -5.29366 2.43823 -2.38938 -0.05 0.04 -0.08 0.526
Cl -7.74669 3.86089 -3.01859 0.04 -0.03 -0.09 0.554
H -6.66260 2.20672 -4.27814 0.00 0.05 0.02 0.016
C -10.12540 4.56363 -0.32749 0.06 -0.05 0.23 -1.557
Cl -11.16247 5.95472 0.00989 0.01 -0.08 -0.05 0.527
Cl -8.63760 4.65169 0.61666 -0.04 -0.01 -0.08 0.517
Cl -10.98318 3.05548 0.00113 0.04 0.05 -0.07 0.531
H -9.86427 4.58363 -1.37813 -0.05 0.02 0.04 -0.036
C -12.17621 9.54978 -0.19846 -0.01 0.10 -0.10 -1.565
Cl -13.82210 10.15356 0.01782 0.06 -0.06 0.02 0.523
Cl -11.96027 8.89603 -1.82484 -0.02 0.05 0.05 0.503
Cl -10.99771 10.82518 0.12249 -0.03 -0.08 0.02 0.524
H -12.01204 8.75005 0.51401 0.00 0.05 -0.02 -0.019
C -4.88364 -2.55975 -6.96488 0.04 -0.20 -0.07 -1.518
Cl -4.84151 -2.12373 -5.25012 -0.26 0.27 -0.64 0.590
Cl -3.35573 -3.29442 -7.45681 -0.06 0.08 0.02 0.536
Cl -6.23426 -3.64636 -7.29500 0.05 0.09 0.02 0.537
H -5.02671 -1.65365 -7.54110 0.01 -0.03 0.06 0.014
C 12.94225 -10.56270 -1.58072 0.08 0.02 -0.07 -1.539
Cl 13.15232 -9.03181 -0.72412 0.33 -0.21 -0.12 0.488
Cl 12.57322 -10.27737 -3.28388 -0.02 -0.02 0.08 0.524
Cl 14.38170 -11.57219 -1.41515 -0.08 0.02 0.02 0.525
H 12.10585 -11.08787 -1.13536 0.04 0.04 -0.02 0.015
C 11.55842 -0.85882 1.36453 0.12 0.07 -0.04 -1.557
Cl 11.75923 0.68732 2.19455 -0.05 -0.07 -0.01 0.524
Cl 11.18336 -0.60415 -0.34362 -0.04 -0.04 0.08 0.520
Cl 13.00738 -1.85369 1.54198 -0.08 0.00 0.01 0.523
H 10.72870 -1.38345 1.82000 0.05 0.03 -0.03 -0.019
```
Positions in Å, forces in eV/Å.

Its energy is -25044.2900 Eh. The HOMO-LUMO gap is 9.257 eV. The HOMO energy is -10.44 eV. The LUMO energy is -1.180 eV. As for the multiplicity: 1.



# 2
The following is a quantum chemistry calculation of a molecular structure, C24H24Br12N4O4 in a non-equilibrium geometry, from OMol25.

```
68
Properties=species:S:1:pos:R:3:forces:R:3:lowdin_charge:R:1
N -5.37631 -0.84035 3.01175 -0.38 0.31 0.25 0.013
C -5.95383 -1.73407 2.18271 -2.41 0.05 -0.21 -0.189
C -5.06808 -2.65141 1.76900 1.37 0.38 -1.55 -0.103
C -3.79648 -2.15479 2.18360 -0.19 -0.78 1.65 -0.112
C -4.05756 -1.13031 3.09500 1.31 -0.10 -0.69 -0.161
H -5.88247 -0.09768 3.47257 0.30 -0.15 0.02 0.128
H -6.97573 -1.62016 1.85232 -0.08 -0.04 0.38 0.119
H -5.24919 -3.43409 1.04718 -0.03 0.03 0.14 0.102
H -2.88557 -2.72377 2.07007 0.19 0.26 0.13 0.083
H -3.41889 -0.67313 3.83627 0.01 0.15 -0.21 0.111
N -1.19257 0.56682 -0.47546 0.21 0.34 -0.44 0.122
C -0.23256 1.12292 -1.33265 -3.21 0.55 0.20 -0.004
C 0.95518 0.66095 -0.91701 3.66 -1.12 -0.57 -0.099
C 0.77547 -0.21252 0.10022 2.86 -0.87 0.50 -0.029
C -0.54877 -0.21443 0.42593 -3.22 0.88 -0.04 0.042
H -2.17708 0.79180 -0.46112 0.02 0.09 -0.13 0.093
H -0.41323 1.78285 -2.16826 -0.52 -0.03 0.15 0.072
H 1.86424 0.78371 -1.48705 -0.01 0.20 0.25 0.029
H 1.52559 -0.85170 0.54201 0.06 0.18 0.16 0.127
H -1.10874 -0.60510 1.26272 0.11 -0.37 -0.05 0.147
C 5.71688 3.15014 -0.07226 -0.95 0.57 -1.40 -1.390
Br 4.88135 4.89957 0.33036 0.52 -0.90 -0.10 0.575
Br 7.15607 3.50934 -1.39345 -0.81 -0.60 1.07 0.545
Br 4.29522 1.94825 -0.90494 1.20 0.68 0.77 0.498
H 6.03152 2.64244 0.83952 0.19 0.26 -0.33 -0.009
C -3.96437 1.33534 -4.28837 -0.54 0.03 -1.09 -1.522
Br -2.05414 1.22652 -4.44556 0.01 0.11 0.11 0.587
Br -4.67751 -0.28619 -3.46651 0.18 0.63 -0.51 0.538
Br -4.69933 1.71004 -6.13625 0.30 -0.42 1.41 0.530
H -4.24406 2.20736 -3.69722 0.09 -0.36 -0.04 -0.025
C 3.15344 2.85852 -5.28342 -1.16 1.14 0.38 -1.361
Br 2.28073 4.33187 -6.45722 0.64 -1.85 1.21 0.487
Br 1.83224 1.67460 -4.23550 0.87 0.97 -1.15 0.512
Br 4.29859 3.76273 -3.99644 -0.34 -0.54 -0.87 0.530
H 3.67154 2.16622 -5.94705 -0.03 0.32 0.24 -0.017
C -4.49827 1.86621 1.01921 0.43 0.99 0.13 -1.505
Br -5.27680 2.81527 2.60692 0.31 -1.06 -1.21 0.562
Br -3.30089 3.23061 0.13968 -0.65 -0.74 0.20 0.530
Br -5.68490 1.02870 -0.24749 0.15 0.58 0.61 0.609
H -3.81714 1.07438 1.33093 -0.33 0.27 0.46 -0.067
C -0.00981 -6.11396 -0.89568 -0.11 -0.98 -0.17 -0.089
C 0.76583 -5.12436 -0.39625 -1.35 1.96 -0.69 -0.039
C 0.66249 -3.84728 -1.06344 1.18 -1.26 1.76 0.015
C -0.11638 -3.67650 -2.18502 0.52 -1.01 0.62 -0.151
C -0.84933 -4.75519 -2.68103 -0.95 0.79 -0.48 -0.002
C -0.81262 -5.93680 -2.01629 0.58 -1.41 0.36 -0.063
N -0.18267 -2.33723 -2.75774 -0.56 -0.97 0.73 -0.347
O -1.25733 -1.99021 -3.18458 -0.20 0.43 -0.54 0.068
O 0.80835 -1.65550 -2.64874 0.47 0.83 -0.32 0.066
H 0.02891 -7.06263 -0.38099 -0.28 -0.22 -0.12 0.115
H 1.12931 -5.35187 0.59497 0.94 0.81 -0.11 0.114
H 1.23635 -3.05979 -0.59766 -0.09 0.38 -0.41 0.098
H -1.54813 -4.67402 -3.50047 0.23 0.37 -0.26 0.127
H -1.32168 -6.83221 -2.34110 -0.41 0.28 -0.37 0.118
C 3.32386 3.94853 3.32445 -0.07 -1.24 -2.10 -0.093
C 2.82207 3.06189 2.30485 -1.06 -0.26 2.40 -0.098
C 2.80193 1.63899 2.50145 0.97 1.73 0.10 -0.023
C 3.49797 1.11600 3.60248 0.17 2.09 0.77 -0.121
C 3.99899 2.04864 4.58149 1.15 -1.72 -0.91 0.013
C 4.04130 3.41142 4.35907 -0.39 -0.54 0.10 -0.088
N 3.87441 -0.31565 3.61656 -0.21 -0.97 -0.39 -0.303
O 4.61801 -0.72633 4.52015 -1.69 0.59 -2.04 0.092
O 3.43283 -0.98279 2.63062 1.20 1.03 2.56 0.014
H 3.29670 5.02719 3.27764 -0.17 0.03 -0.63 0.101
H 2.24716 3.50213 1.50356 0.12 -0.15 -0.26 0.082
H 2.32899 0.99463 1.77514 0.30 0.05 0.00 0.064
H 4.58312 1.73281 5.43322 -0.05 -0.66 -0.08 0.115
H 4.71575 4.04264 4.91859 -0.42 0.00 0.63 0.118
```
Positions in Å, forces in eV/Å.

Its charge is +1. Its energy is -32336.4627 Eh. The HOMO-LUMO gap (alpha / beta) is 7.790 / 4.002 eV. The HOMO energy (alpha / beta) is -10.82 / -10.82 eV. The LUMO energy (alpha / beta) is -3.034 / -6.822 eV. As for the multiplicity: 2.



# 3
The following is a quantum chemistry calculation of a molecular structure, C24H24BrF9NO4Os in a non-equilibrium geometry, from OMol25.

```
64
Properties=species:S:1:pos:R:3:forces:R:3:lowdin_charge:R:1
Os 0.21466 0.07452 -2.15197 0.89 1.12 0.09 1.487
C 0.57057 -2.39147 5.16051 -0.01 -0.06 0.00 -0.040
C 1.70368 -2.39958 4.12445 0.05 0.06 0.00 -0.555
C 2.05787 -3.85123 3.79754 0.01 -0.02 0.00 -0.058
C 2.94171 -1.70191 4.71414 -0.01 -0.04 0.04 -0.030
C 1.28325 -1.62816 2.87928 -0.03 0.12 -0.08 -0.131
C 1.57556 -2.09048 1.59807 0.00 0.10 0.26 -0.042
C 1.16200 -1.32358 0.53550 -0.48 0.39 -0.04 -0.484
Br 1.51684 -1.87198 -1.24768 0.03 -0.13 0.01 1.058
C 0.42474 -0.14897 0.66977 0.44 -0.65 0.89 -0.309
O -0.12542 0.45541 -0.40254 -0.58 0.42 -0.22 -0.246
C 0.22967 0.40666 1.95585 0.01 -0.16 -0.28 -0.063
C 0.65129 -0.37948 3.01296 0.22 -0.24 0.01 0.050
C -0.34576 1.81063 2.16565 -0.11 -0.12 -0.09 -0.525
C 0.50117 2.81474 1.36782 0.01 0.05 0.01 -0.020
C -0.28955 2.21913 3.63916 0.00 0.02 0.02 -0.056
C -1.81467 1.87704 1.71527 0.02 0.00 0.04 -0.026
H 0.84661 -3.02770 6.00225 0.00 0.02 0.01 0.092
H -0.35973 -2.77661 4.73740 0.03 0.00 0.00 0.097
H 0.38006 -1.39451 5.55850 0.00 -0.02 -0.01 0.078
H 2.27088 -4.38551 4.72322 0.01 0.00 0.00 0.092
H 2.95046 -3.92724 3.17334 -0.01 0.01 0.00 0.084
H 1.23540 -4.36752 3.29702 0.00 0.02 0.02 0.096
H 3.28170 -2.24017 5.60103 -0.01 0.02 0.00 0.094
H 2.71657 -0.67462 5.00710 0.00 -0.01 -0.01 0.086
H 3.76251 -1.68056 3.99413 -0.03 0.00 0.01 0.093
H 2.09966 -3.01948 1.42683 0.01 0.02 0.03 0.112
H 0.49410 -0.00320 4.01106 0.03 -0.02 0.02 0.100
H 1.56073 2.72982 1.61722 -0.03 -0.01 0.02 0.104
H 0.18130 3.83081 1.60487 -0.01 -0.01 -0.02 0.095
H 0.39295 2.67079 0.29407 -0.01 0.01 -0.04 0.062
H 0.73210 2.22078 4.02451 -0.02 0.00 -0.01 0.097
H -0.90361 1.57365 4.27007 0.01 0.01 -0.02 0.092
H -0.67994 3.23243 3.73544 0.00 0.00 0.00 0.094
H -1.93839 1.61082 0.66719 0.01 0.00 -0.02 0.068
H -2.18551 2.89453 1.85351 -0.01 -0.01 0.00 0.093
H -2.43589 1.20987 2.31606 0.02 0.00 -0.02 0.096
O 2.35587 3.43338 -2.39099 -0.05 -0.21 -0.03 0.179
C 1.51607 2.58933 -2.44881 -0.42 0.36 0.05 -0.507
O 1.74474 1.28286 -2.22842 -0.14 -0.88 -0.54 -0.185
C 0.06712 2.88522 -2.76156 0.11 -0.19 -0.09 -0.164
C -0.37171 4.12747 -3.15486 0.03 0.05 0.05 0.045
C -1.71289 4.28013 -3.48139 -0.01 -0.02 -0.01 0.002
C -2.56140 3.18783 -3.38980 -0.01 0.03 0.01 -0.002
C -2.05521 1.96703 -2.98189 0.03 0.04 0.21 -0.069
N -0.76126 1.82912 -2.68090 -0.01 -0.20 -0.10 -0.032
H 0.34304 4.93715 -3.20055 -0.01 0.01 -0.02 0.139
H -2.08955 5.23955 -3.80962 0.00 0.00 0.02 0.127
H -3.61177 3.26738 -3.63076 0.01 0.02 0.00 0.126
H -2.67298 1.08816 -2.87356 0.01 -0.07 -0.07 0.119
F -1.13909 0.27319 -5.42256 -0.07 -0.05 0.01 0.200
C -0.44693 -0.81155 -5.09550 -0.35 0.17 -0.13 -0.524
F 0.68413 -0.32122 -4.43931 0.02 -0.02 0.21 0.043
F -0.05299 -1.41722 -6.18503 0.19 -0.09 0.10 0.243
C -1.21876 -1.69590 -4.07911 0.22 -0.27 0.29 -0.259
O -1.25909 -1.01846 -2.87973 -0.03 0.21 -0.57 -0.252
C -2.68187 -1.92752 -4.57630 -0.09 0.23 0.17 -0.558
F -3.41427 -0.82967 -4.36401 0.04 -0.02 -0.02 0.174
F -2.70846 -2.19831 -5.87828 0.03 -0.03 0.00 0.200
F -3.24010 -2.92837 -3.90466 0.02 0.00 -0.03 0.205
C -0.51499 -3.08986 -3.93410 0.02 0.02 -0.19 -0.575
F 0.82633 -2.94213 -3.97879 -0.05 0.03 0.07 0.114
F -0.82812 -3.63357 -2.76673 0.00 0.00 -0.02 0.175
F -0.85542 -3.92166 -4.91140 0.02 0.02 0.02 0.204
```
Positions in Å, forces in eV/Å.

Its charge is +1. Its energy is -4847.9706 Eh. The HOMO-LUMO gap (alpha / beta) is 6.496 / 6.496 eV. The HOMO energy (alpha / beta) is -11.92 / -11.92 eV. The LUMO energy (alpha / beta) is -5.422 / -5.422 eV. As for the multiplicity: 1.